{"formula": "C10H17IN5NiS", "method": "the ωB97M-V functional and the def2-TZVPD basis", "species": ["Ni", "N", "C", "C", "N", "C", "C", "N", "H", "H", "H", "H", "H", "H", "H", "H", "H", "H", "H", "H", "H", "S", "C", "N", "I", "C", "C", "C", "C", "C", "N", "H", "H", "H", "H"], "positions_angstrom": [[0.00, 0.57, 0.41], [0.93, -1.26, 1.21], [1.81, -1.77, 0.15], [2.74, -0.65, -0.27], [1.94, 0.54, -0.63], [2.67, 1.81, -0.46], [1.75, 2.90, 0.06], [0.93, 2.33, 1.15], [1.46, -1.06, 2.05], [0.24, -1.96, 1.47], [1.18, -2.08, -0.69], [2.39, -2.64, 0.47], [3.42, -0.96, -1.06], [3.35, -0.38, 0.60], [1.63, 0.45, -1.59], [3.15, 2.14, -1.39], [3.47, 1.64, 0.27], [1.06, 3.22, -0.72], [2.33, 3.76, 0.38], [0.23, 3.00, 1.45], [1.52, 2.16, 1.96], [-0.97, 1.89, -1.41], [-2.43, 2.05, -0.58], [-3.43, 2.09, 0.00], [-1.89, 0.21, 2.50], [-2.42, -0.91, 0.81], [-3.59, -1.64, 0.76], [-3.85, -2.31, -0.42], [-2.96, -2.23, -1.48], [-1.82, -1.47, -1.32], [-1.54, -0.83, -0.18], [-4.28, -1.65, 1.59], [-4.76, -2.89, -0.52], [-3.15, -2.74, -2.41], [-1.12, -1.33, -2.14]], "nbo_charge": [1.291, -0.885, -0.234, -0.231, -0.688, -0.235, -0.249, -0.888, 0.387, 0.400, 0.205, 0.216, 0.219, 0.198, 0.399, 0.224, 0.198, 0.243, 0.213, 0.411, 0.383, -0.383, 0.044, -0.418, 0.255, 0.100, -0.260, -0.115, -0.236, 0.063, -0.591, 0.253, 0.244, 0.246, 0.219], "homo_energy_ha": [-0.4144, -0.4123], "total_charge": 1, "lumo_ev": [-2.832, -3.325], "orbital_gap_ev": [8.44, 7.89], "multiplicity": 3}